1.
An isolated ion of composition C5H14NO and charge +1 at a distorted geometry. Source: the OMol25 dataset; level of theory: the ωB97M-V functional and the def2-TZVPD basis.

The geometry in ORCA input format:
```
! RIJCOSX wB97M-V def2-TZVPD def2/J DEFGRID3
* xyz 1 1
O 0.0733 -0.1092 -1.6842
N -0.4082 0.5192 0.4250
C -1.8581 0.4774 0.0962
C 0.0996 1.8880 0.4541
C -0.2245 -1.9014 -0.1932
C 0.2385 -0.5309 -0.4206
C 1.9350 -0.4899 0.1783
H -2.1740 -0.5630 0.0870
H -0.1079 -2.6487 -1.0869
H 0.3262 -2.4394 0.5203
H 0.2000 2.1849 -0.5926
H -0.7063 2.3931 0.9741
H 0.8291 0.4286 -1.8633
H -1.2582 -1.9980 0.0837
H 1.8093 -0.7334 1.2543
H -0.3251 0.1705 1.4346
H -2.4045 1.0413 0.9431
H 2.4986 -1.1395 -0.4985
H -1.9159 0.9058 -1.0006
H 2.3428 0.4921 -0.0679
H 1.0302 2.0526 0.9571
*
```

Values from the calculation:
Orbital gap   11.924 eV
Energy above the lowest of the compared OMol25 structures with the same formula, charge and spin   60.38 kcal per mole
E_HOMO   -15.083 eV
E_LUMO   -3.159 eV
Electronic energy   -8941.3897 eV
SMILES   C[NH+](C)C(C)(C)O


2.
A 2-piece molecular cluster, C5H14 overall at a distorted geometry. Source: the OMol25 dataset; level of theory: the ωB97M-V functional and the def2-TZVPD basis.

The geometry in ORCA input format:
```
! RIJCOSX wB97M-V def2-TZVPD def2/J DEFGRID3
* xyz 0 1
C 1.8595 0.0907 -1.7372
C -1.8856 -2.1742 1.5349
C -1.5405 -0.7423 1.2653
C 0.9074 1.7627 -0.0598
C 1.0233 1.3076 -1.5354
H -2.9689 -2.0947 1.4694
H 0.9895 -0.6170 -2.0937
H 1.5988 2.0720 -2.0299
H -1.7908 -0.1227 2.1992
H -1.5883 -2.3386 2.5043
H 0.0133 1.1177 -1.7578
H -2.0162 -0.2613 0.4016
H -1.6330 -2.9995 0.8622
H 2.4355 -0.1582 -0.7880
H 0.3390 2.6394 0.0636
H -0.4743 -0.7519 1.2680
H 1.9122 1.9253 0.3931
H 0.3375 1.0919 0.5792
H 2.4818 0.2532 -2.5389
*
```

Values from the calculation:
Orbital gap   11.932 eV
Energy above the lowest of the compared OMol25 structures with the same formula, charge and spin   37.33 kcal per mole
E_HOMO   -10.843 eV
E_LUMO   1.090 eV
Electronic energy   -5410.4307 eV
SMILES   CCC.CC


3.
C16H18BCuFN6 as an isolated structure at a distorted geometry. Source: the OMol25 dataset; level of theory: the ωB97M-V functional and the def2-TZVPD basis.

The geometry in ORCA input format:
```
! RIJCOSX wB97M-V def2-TZVPD def2/J DEFGRID3
* xyz 0 2
Cu 0.5967 1.0295 0.1791
F -3.0488 1.1755 5.1408
N -0.8363 0.5645 -1.3039
N -0.6502 -0.4415 -2.2269
N 1.8105 -0.5795 -1.9228
N 0.2752 -2.2933 -0.7307
N 1.9498 0.3548 -0.8836
N 0.3321 -1.6983 0.4738
C -0.8534 0.7324 4.2966
C 0.0459 -3.5945 -0.4859
C 0.0408 -2.5306 1.4692
C 3.1947 0.8571 -0.9943
C -1.8218 1.0222 1.6870
C 0.0167 0.6255 3.1739
C -2.7062 1.1603 2.7884
C -1.5381 -0.2983 -3.2313
C 0.6735 2.9775 0.0347
C 3.8609 0.2657 -2.0702
C -0.1296 -3.7830 0.8767
C 2.9594 -0.6322 -2.6345
C -0.4759 0.7841 1.8807
C -1.8560 1.3213 -1.7371
C -2.2019 1.0000 4.0680
C -2.3340 0.8067 -2.9551
B 0.5186 -1.4460 -2.0363
H -2.2291 2.1896 -1.1982
H -0.1211 -2.1878 2.4870
H -0.5053 0.6361 5.3249
H 0.0360 -4.3045 -1.3011
H 0.0190 3.2700 -0.7971
H 1.0799 0.4465 3.3493
H 0.6277 -2.1694 -2.9852
H -1.5396 -0.9652 -4.0862
H -0.3279 -4.6927 1.4040
H -2.2037 1.1601 0.6800
H 0.4209 3.4050 1.0098
H 1.7139 3.1808 -0.1978
H -3.1526 1.1902 -3.5251
H 4.8772 0.4535 -2.3689
H 3.5464 1.5824 -0.2652
H -3.7591 1.3914 2.6333
H 0.6402 -0.7097 0.4929
H 3.0543 -1.2563 -3.5128
*
```

Values from the calculation:
Orbital gap (alpha / beta)   7.406 / 7.538 eV
E_HOMO (alpha / beta)   -6.929 / -7.733 eV
E_LUMO (alpha / beta)   0.478 / -0.195 eV
Electronic energy   -73856.3714 eV


4.
A 2-piece molecular cluster, CH2OS2 overall at a distorted geometry. Source: the OMol25 dataset; level of theory: the ωB97M-V functional and the def2-TZVPD basis.

The geometry in ORCA input format:
```
! RIJCOSX wB97M-V def2-TZVPD def2/J DEFGRID3
* xyz 0 1
S 1.2156 -1.6060 -1.1742
S -0.6211 0.2962 1.5645
O 2.0385 -0.3724 -0.9763
C -1.0680 -0.3520 0.0821
H -0.4785 1.5497 1.2385
H -1.0865 0.4846 -0.7346
*
```

Values from the calculation:
Orbital gap (alpha / beta)   7.622 / 7.186 eV
Energy above the lowest of the compared OMol25 structures with the same formula, charge and spin   116.53 kcal per mole
E_HOMO (alpha / beta)   -9.189 / -8.577 eV
E_LUMO (alpha / beta)   -1.566 / -1.390 eV
Electronic energy   -24782.2225 eV


5.
A 40-piece molecular cluster, H80O40 overall at a distorted geometry. Source: the OMol25 dataset; level of theory: the ωB97M-V functional and the def2-TZVPD basis.

The geometry in ORCA input format:
```
! RIJCOSX wB97M-V def2-TZVPD def2/J DEFGRID3
* xyz 0 1
O -3.4668 3.3779 -3.0668
O 0.1174 3.8374 -1.1410
O -1.9773 2.1250 -0.4559
O -0.4697 1.6614 4.6817
O -1.2988 -5.2892 -0.0678
O -5.3739 1.4429 -0.1989
O 4.1388 -5.5895 -0.3207
O -4.0391 1.1488 -5.4754
O 2.2646 1.6792 5.0602
O -0.7432 -1.2499 5.5138
O -2.0255 -2.1523 -4.4720
O 0.1036 -1.0944 -3.0597
O -0.4124 -3.5447 -1.7732
O 4.2815 -2.7950 0.4351
O -2.9498 4.9901 1.3240
O 0.5873 5.1793 1.2889
O 1.4146 2.2844 -6.2556
O 3.4704 4.9094 -0.6004
O 1.7032 -0.9119 -1.0211
O 5.2226 -0.8319 -1.0261
O -5.1242 -1.0632 0.0473
O 0.9832 -5.3417 2.6838
O 4.3919 -1.5474 -3.2594
O 2.0214 3.1679 0.7779
O 3.3510 0.2379 2.9146
O -2.0346 0.0365 -1.9632
O -2.5893 -2.8145 -0.8013
O 2.7942 4.4094 4.4004
O -1.4707 -4.4519 2.5186
O 2.7461 -2.9752 2.8596
O 0.4611 0.7613 0.3271
O 1.4781 -4.2985 -3.4659
O 4.7832 2.7220 -1.5401
O 1.7672 -1.6949 -4.8411
O -2.9201 0.4255 5.0976
O -2.5871 -0.7345 1.0779
O 1.4085 1.1970 -3.8090
O -5.4086 0.3586 3.3275
O -3.7555 2.4079 1.6034
O -0.7896 0.0928 2.5671
H 0.3983 -3.6781 -2.3308
H 1.8638 -5.1982 2.3685
H -2.7904 -1.8079 -3.8813
H -5.0365 -1.8684 -0.4461
H -0.9774 1.0020 4.2155
H -0.8955 -4.3382 0.1618
H 1.9081 4.1314 4.6539
H 0.3200 4.8082 0.4300
H 5.1616 -2.0577 -3.0861
H -3.5234 5.1095 2.1156
H -3.6494 -0.6721 1.3632
H 0.2992 3.3000 -1.8476
H -5.8394 -0.5629 -0.3748
H -1.6277 -1.0581 4.9148
H 1.2224 -5.4133 3.6701
H -2.0203 4.9896 1.5131
H 1.0289 1.8596 -4.7060
H -3.2310 1.7387 -5.5339
H 5.2788 3.2477 -1.0785
H -1.9336 1.5054 -1.1591
H 1.7990 -5.1594 -3.9540
H 3.2451 -2.1638 2.7609
H 2.5253 3.3057 1.4526
H 4.5961 -1.0056 -1.7142
H 4.0740 -1.0289 -3.9595
H 4.1424 -4.8504 0.3096
H 1.8381 0.6032 -4.2125
H -4.2961 1.2428 -4.4386
H 0.4972 1.8321 -6.5982
H 2.9818 1.0520 3.1848
H -2.4513 0.1954 -2.7180
H 3.1808 -5.6702 -0.4354
H 1.3072 1.2747 5.0731
H 1.2461 3.6202 0.5537
H 3.2099 3.6017 4.3682
H 4.0684 0.0726 3.6106
H -0.5203 -1.2138 -2.3707
H -1.6029 -5.3702 2.6554
H -2.3075 -1.4917 1.2687
H -2.1993 1.1646 -0.0150
H -0.1843 -0.5498 2.9654
H 2.3919 -2.3032 -4.4392
H 0.8310 -2.0530 -4.6723
H -2.8689 1.7108 1.5641
H -2.2164 -0.6997 -1.5094
H -5.8692 0.6876 2.5889
H -3.2048 3.2619 1.2665
H 0.8645 -0.7275 -0.7796
H -1.1846 -0.3664 1.7602
H 0.1315 1.2114 1.0143
H -4.8190 2.2389 0.1177
H 5.6125 -0.0880 -1.5013
H 2.7427 1.2147 5.7936
H -3.0190 4.2156 -3.1645
H 2.0581 1.5711 -6.5595
H -5.3946 1.3322 3.7922
H 4.2526 5.4715 -0.5066
H 3.8902 -1.9150 0.1552
H -2.8681 -3.6503 -1.2616
H -0.7872 -4.3873 -2.2684
H -1.3732 -2.7468 -3.9365
H 3.8792 3.1503 -1.5872
H 0.7995 6.0338 1.2847
H 2.0574 -2.9222 2.2310
H -3.2390 2.8532 -2.2991
H -0.4810 3.2873 -0.6032
H -1.6006 -4.2467 3.4700
H -3.3356 0.1262 4.3142
H 1.4288 0.8273 0.4358
H -0.9206 -5.6214 0.8261
H -5.5125 1.5789 -1.1506
H 0.0783 -1.3637 4.9956
H 2.2819 -3.9132 -2.9810
H -1.0675 2.5399 4.7554
H 1.8699 -0.3236 -1.7523
H -3.7681 0.3498 5.6208
H 0.3851 -0.2629 -3.0937
H 3.0174 4.8339 0.3669
H 5.2079 -2.7322 0.2969
H -1.7865 -3.2489 -0.4667
*
```

Values from the calculation:
Orbital gap   9.460 eV
Energy above the lowest of the compared OMol25 structures with the same formula, charge and spin   423.55 kcal per mole
E_HOMO   -9.729 eV
E_LUMO   -0.270 eV
Electronic energy   -83187.4488 eV


6.
A 14-piece molecular cluster, C47H122BN16O21 overall at a distorted geometry. Source: the OMol25 dataset; level of theory: the ωB97M-V functional and the def2-TZVPD basis.

The geometry in ORCA input format:
```
! RIJCOSX wB97M-V def2-TZVPD def2/J DEFGRID3
* xyz -1 1
O 2.9638 1.3532 -1.2861
O 6.1427 -0.4442 -4.6071
O 0.7217 1.2860 -0.8713
O 0.7935 -2.1773 -7.0837
O 0.6297 2.9075 -4.8488
O 2.3606 -1.4547 -2.1585
O -3.8258 4.8083 2.6469
O 6.8593 3.3955 2.2160
O 6.1693 -3.5299 -0.9209
O -0.5776 -0.1437 0.6060
O -5.5467 -2.5426 -2.3747
O -3.7668 0.7986 -0.4843
O -2.1748 -3.8502 4.9802
O -6.7562 -3.3063 0.9006
O 0.0665 3.6095 3.2725
O -8.2060 2.8786 0.1057
O -1.1149 0.6288 6.8252
O 2.2186 -2.6568 2.1002
O -2.3637 -0.0936 2.0193
O -1.6326 0.6512 -1.3139
O 0.2665 -0.8269 -1.5640
N -3.0817 0.2579 5.8908
N 7.2095 2.6889 -2.8610
N -1.3541 0.5657 4.6388
N 5.5470 2.4143 -0.1704
N 1.5412 -3.2464 -5.2752
N 1.4310 -1.1796 -5.2026
N 8.4866 -6.2022 -2.2806
N 0.2995 5.6782 6.3051
N -3.1561 -3.6742 -1.0548
N -5.4370 -1.7136 0.2824
N 0.8734 -5.3277 1.3612
N -5.5224 3.3983 4.8567
N -7.1924 2.6401 -2.7309
N -5.9844 -1.7348 2.3145
N -1.5596 -3.9398 1.3308
N -2.9220 3.5279 -3.6057
C -8.9229 2.3405 1.2585
C -4.4290 -3.0643 -3.0839
C 1.4486 -5.0910 -0.9789
C 1.9904 -1.2993 2.2126
C 5.0952 -3.0312 -1.6718
C 1.0957 3.4167 6.0310
C 7.3323 -4.1050 -1.6663
C 6.4680 0.1200 0.3117
C 7.3912 2.1985 1.5880
C -4.6707 3.6410 2.5317
C 7.2826 -5.6462 -1.6941
C -1.6867 3.3867 -4.3988
C -5.1723 1.3718 3.6139
C -6.3329 2.7718 -1.5093
C -0.7839 3.5240 2.1467
C 1.8293 -4.6356 0.5154
C -1.4438 4.7426 -5.1015
C -1.3977 -3.8635 3.7739
C -6.1042 -2.2944 1.1595
C 1.1559 -2.2121 -5.9390
C -6.9975 2.1204 -0.2370
C -2.5740 0.5660 -0.3656
C 1.7636 -3.0788 0.8118
C -1.7924 -3.3989 -3.1105
C -3.3298 -5.0657 2.4602
C -0.3169 4.5000 4.2302
C -1.8400 0.1400 0.9169
C -3.4938 5.4993 1.4406
C -3.1153 -2.9585 -2.2926
C 7.3405 2.2168 -5.1364
C 7.2506 -6.3673 -0.3439
C 4.6571 -0.3427 -4.7022
C 7.7582 4.2206 2.9948
C -1.8238 0.4936 5.8606
C -4.5981 2.7972 3.8552
C -5.8217 4.2272 -1.3907
C 0.7957 4.7170 5.2479
C -2.3645 -3.8330 2.5505
C -6.8113 -3.0100 -2.7795
C -0.3353 2.9110 -3.7504
C 6.6221 1.8831 -3.8611
C 1.5809 -0.6519 -1.6912
C -1.4510 -3.4139 6.0866
C 1.8917 0.7516 -1.1502
C 6.1723 1.5581 0.8324
C 6.6409 0.3497 -3.4231
C 1.9176 2.5036 -4.4020
B -0.3611 0.2419 -0.7810
H -0.4918 5.5499 3.9950
H -5.6617 3.8248 2.1167
H -0.6114 5.4419 6.6719
H -4.4436 0.6924 3.1718
H -3.9824 -4.9558 1.5941
H -0.4436 1.8947 -3.3717
H -5.1902 4.4526 -2.2501
H -2.2703 5.1695 -5.6696
H 8.2685 -3.8003 -1.1986
H -0.9138 -3.2701 -2.4785
H 0.9945 -1.0994 2.6079
H -1.9536 2.7037 -5.2053
H -7.9691 3.2064 -2.4210
H -5.1568 4.4052 -0.5455
H -0.4496 2.6939 1.5243
H -4.4903 -2.5174 -4.0248
H -6.6297 -2.0239 3.0357
H 0.4081 -4.8177 -1.1548
H 1.8909 -3.2188 -4.3281
H -3.5600 2.8473 4.1840
H -0.5900 -4.0711 6.2080
H -6.2664 2.1833 0.5690
H -4.0729 -3.3585 -0.7723
H -9.7597 2.9781 1.5437
H 5.5959 2.2214 -4.0047
H -6.8125 -4.0998 -2.7595
H -9.4544 1.4344 0.9676
H 1.3320 -4.1594 -5.6533
H -0.3449 0.5787 4.6023
H -5.0731 3.8737 5.6263
H -2.7473 -5.9854 2.5138
H 1.9996 3.5363 6.6283
H 1.1656 -0.2875 -5.5948
H -3.3344 2.6068 -3.6465
H 7.3962 -3.7049 -2.6782
H 7.1604 1.4981 -5.9359
H 5.5544 -0.3446 -0.0593
H 8.1945 2.5663 -2.6742
H 2.7824 -5.1221 0.7231
H -2.1639 -4.1561 0.5510
H -1.8325 3.4225 2.4261
H 0.7959 -2.6331 0.5816
H 7.8808 -5.9593 0.4464
H 0.0585 -4.7312 1.3759
H -0.0529 3.6151 -2.9677
H 7.8767 1.5278 2.2968
H -0.8273 -4.7529 3.5061
H 6.2703 -6.2092 0.1057
H -3.2724 -4.5761 -1.4944
H 6.2121 2.3425 -0.9271
H -4.2601 6.1200 0.9761
H 0.3271 3.1216 6.7453
H 7.0710 3.1754 -5.5798
H -2.7752 6.2049 1.8576
H 2.2392 -0.7872 1.2831
H 8.8225 -5.6093 -3.0260
H -2.0057 -4.3979 -3.4908
H -2.1546 -3.4452 6.9185
H -4.5536 -4.0558 -3.5193
H -1.1835 -3.0165 1.1688
H 5.4626 1.5944 1.6589
H -7.6347 1.7346 -2.7987
H 7.2108 5.1263 3.2557
H -3.4348 -0.0880 6.7716
H -5.4110 -0.9084 2.4060
H 4.2430 0.5944 -5.0744
H 1.8437 1.5478 -3.8832
H 9.3131 -6.0318 -1.7257
H 2.4727 -2.6256 0.1191
H 0.2067 6.5955 5.8927
H 1.7456 5.0507 4.8303
H 6.4210 -5.9580 -2.2846
H 4.9112 -3.7201 -2.4962
H 8.5761 4.4973 2.3295
H 7.3343 -7.4539 -0.3630
H -1.2154 5.5364 -4.3903
H -0.8203 -2.9404 3.7220
H 2.3670 3.1725 -3.6680
H -1.9219 0.4870 3.8073
H 1.8156 -1.2210 -4.2695
H 4.1763 -2.9926 -1.0867
H -8.3446 2.1818 2.1687
H 8.1452 2.3897 0.8244
H -7.0633 -2.8217 -3.8231
H 6.0656 0.2227 -2.5060
H 4.1039 -0.6060 -3.8007
H -3.4311 4.0008 -4.3386
H 2.5097 2.2414 -5.2788
H 4.7403 1.9688 -0.5837
H -0.6911 4.4799 1.6312
H -6.6492 4.9165 -1.2225
H 2.6437 -0.8961 2.9864
H 5.3542 -2.0552 -2.0821
H -2.9526 4.9448 0.6740
H -4.1869 3.1444 1.6906
H -5.4458 0.9382 4.5759
H -5.4225 -2.1689 -0.6191
H -2.9752 -1.9301 -1.9595
H -6.0606 1.5054 2.9965
H 7.2545 3.6643 -3.1194
H -3.9579 -5.0460 3.3508
H 8.1958 3.7505 3.8755
H 6.8212 -0.5062 1.1310
H -1.5836 -2.8191 -4.0096
H 7.6321 0.1301 -3.0262
H 8.4222 2.2549 -5.0073
H -1.2348 4.1713 4.7176
H -0.6691 4.7482 -5.8683
H -7.6462 -2.6314 -2.1897
H -1.0953 -2.3838 6.0636
H -2.9969 -2.9454 2.5689
H 1.1114 -5.0752 2.3097
H 4.3124 -0.9661 -5.5273
H -6.2097 2.7879 5.2753
H -3.5672 0.0550 5.0287
H -7.1660 1.0713 -0.4802
H -5.5303 2.1270 -1.8674
H 2.0533 -4.4250 -1.5945
H -4.8177 -0.9338 0.4513
H 1.7757 -6.1119 -1.1756
H 1.2083 2.4973 5.4564
H 7.2286 0.1173 -0.4690
*
```

Values from the calculation:
Orbital gap   8.041 eV
E_HOMO   -6.847 eV
E_LUMO   1.194 eV
Electronic energy   -118233.2971 eV


7.
A 3-piece molecular cluster, C6H14O overall at a distorted geometry. Source: the OMol25 dataset; level of theory: the ωB97M-V functional and the def2-TZVPD basis.

The geometry in ORCA input format:
```
! RIJCOSX wB97M-V def2-TZVPD def2/J DEFGRID3
* xyz 0 1
O -2.5136 2.0037 0.4364
C 2.9353 -0.3330 0.1601
C 0.2788 -0.3178 0.1572
C -1.7054 1.1309 0.7133
C 1.6083 0.1662 -0.4885
C -0.9708 0.3783 -0.2388
C 0.0988 -1.7530 -0.3450
H 2.9441 -0.0936 1.2250
H 3.0241 -1.4222 0.0673
H -5.1881 2.3359 -0.8378
H -0.7333 -2.2306 0.1917
H 1.6117 1.2563 -0.6128
H 0.3894 -0.2584 1.3578
H 0.9582 -2.4206 -0.1880
H -1.5314 -0.0662 -1.0690
H -1.4308 0.8946 1.7701
H -0.1890 -1.7919 -1.3976
H 0.7736 -0.2779 2.1621
H 1.5873 -0.2130 -1.5247
H -5.6644 2.8251 -1.1389
H 3.7174 0.1871 -0.3999
*
```

Values from the calculation:
Orbital gap   6.177 eV
Energy above the lowest of the compared OMol25 structures with the same formula, charge and spin   161.86 kcal per mole
E_HOMO   -7.945 eV
E_LUMO   -1.768 eV
Electronic energy   -8489.8734 eV


no.,molar mass (g/mol)
1,104.173
2,74.167
3,387.718
4,94.160
5,720.600
6,1258.396
7,102.177